1.
Formula: C3H11NS
Source: the Open Molecules 2025 dataset
Level of theory: ωB97M-V with the def2-TZVPD basis set

Bonds (Å) are listed after each position.
Positions of all 16 atoms, in Å:
1 S -2.548 -0.880 -0.561  H2 1.347
2 H -3.592 -0.042 -0.710  S1 1.347
3 C -0.030 1.560 0.821  C4 1.513, H7 1.112, H8 1.121, H9 1.086
4 C 0.974 0.726 0.055  C3 1.513, N5 1.445, H10 1.127, H11 1.106
5 N 0.619 -0.666 0.201  C4 1.445, C6 1.454, H12 1.046
6 C 1.207 -1.602 -0.743  N5 1.454, H14 1.108, H15 1.092, H16 1.099
7 H -0.069 1.302 1.903  C3 1.112
8 H 0.136 2.668 0.821  C3 1.121
9 H -1.024 1.414 0.410  C3 1.086
10 H 0.873 1.094 -1.005  C4 1.127
11 H 1.968 0.889 0.510  C4 1.106
12 H -0.423 -0.682 0.106  N5 1.046
13 H -2.068 -0.227 1.222  no bonds
14 H 1.204 -1.233 -1.788  C6 1.108
15 H 0.532 -2.460 -0.764  C6 1.092
16 H 2.242 -1.860 -0.479  C6 1.099

Summary:
HOMO (eV): -8.67
Charge: 0

***

2.
Formula: C4H17O7
Source: the Open Molecules 2025 dataset
Level of theory: ωB97M-V with the def2-TZVPD basis set

Bonds (Å) are listed after each position.
Positions of all 28 atoms, in Å:
1 O -1.727 0.870 1.821  C2 1.254
2 C -1.080 0.376 0.868  O1 1.254, O3 1.268, C4 1.519
3 O -0.747 1.045 -0.156  C2 1.268
4 C -0.778 -1.098 1.076  C2 1.519, C5 1.574, H7 1.081, H8 1.096
5 C -0.236 -2.024 -0.076  C4 1.574, C6 1.523, H9 1.131, H10 1.078
6 C 1.208 -2.454 0.147  C5 1.523, H11 1.085, H12 1.103, H13 1.100
7 H -1.700 -1.584 1.361  C4 1.081
8 H -0.125 -1.309 1.930  C4 1.096
9 H -0.313 -1.255 -0.901  C5 1.131
10 H -0.874 -2.873 -0.261  C5 1.078
11 H 1.889 -1.613 0.076  C6 1.085
12 H 1.201 -2.992 1.110  C6 1.103
13 H 1.466 -3.088 -0.715  C6 1.100
14 H -3.284 -0.380 0.313  O16 0.979
15 H -2.673 -0.736 -0.875  O16 0.973
16 O -3.272 -1.181 -0.250  H14 0.979, H15 0.973
17 H -0.849 3.282 -0.422  O19 0.962
18 H 0.001 2.814 0.725  O19 0.958
19 O -0.023 3.474 0.031  H17 0.962, H18 0.958
20 H 1.120 2.726 -1.016  O22 0.999
21 H 2.177 2.015 -0.158  O22 0.983
22 O 2.019 2.294 -1.087  H20 0.999, H21 0.983
23 H 2.817 0.356 0.611  O25 0.967
24 H 1.453 0.583 1.338  O25 0.968
25 O 2.323 0.973 1.167  H23 0.967, H24 0.968
26 H 0.719 0.728 -2.135  O28 0.977
27 H -0.627 0.453 -1.850  O28 0.997
28 O -0.085 0.600 -2.674  H26 0.977, H27 0.997

Summary:
HOMO (eV): -5.58
Charge: -1

***

3.
Formula: H20NO13
Source: the Open Molecules 2025 dataset
Level of theory: ωB97M-V with the def2-TZVPD basis set

Bonds (Å) are listed after each position.
Positions of all 34 atoms, in Å:
1 N 8.267 -23.547 6.095  O2 1.233, O3 1.256, O4 1.287
2 O 7.298 -23.242 6.794  N1 1.233
3 O 9.372 -23.228 6.600  N1 1.256
4 O 8.115 -23.363 4.830  N1 1.287
5 O 9.526 -20.762 4.844  H6 0.947, H7 0.930
6 H 9.167 -21.600 5.100  O5 0.947
7 H 9.007 -20.219 5.393  O5 0.930
8 O 8.449 -21.790 2.495  H9 0.987, H10 0.959
9 H 8.910 -21.302 3.218  O8 0.987
10 H 9.061 -22.405 2.087  O8 0.959
11 O 7.073 -24.084 2.417  H12 0.958, H13 0.967
12 H 7.589 -23.697 1.708  O11 0.958
13 H 7.422 -23.640 3.202  O11 0.967
14 O 6.521 -20.459 3.853  H15 0.959, H16 0.917
15 H 6.293 -20.695 4.754  O14 0.959
16 H 7.118 -21.115 3.620  O14 0.917
17 O 12.091 -21.664 5.522  H18 0.976, H19 0.959
18 H 12.475 -21.302 4.701  O17 0.976
19 H 11.226 -21.252 5.486  O17 0.959
20 O 5.914 -21.036 6.509  H21 0.941, H22 0.960
21 H 6.282 -21.871 6.738  O20 0.941
22 H 6.621 -20.387 6.498  O20 0.960
23 O 11.088 -21.321 8.559  H24 0.967, H25 0.953
24 H 11.229 -20.458 8.145  O23 0.967
25 H 10.939 -21.946 7.855  O23 0.953
26 O 8.192 -21.054 8.459  H27 0.925, H28 0.945
27 H 8.244 -21.872 8.030  O26 0.925
28 H 9.087 -20.845 8.677  O26 0.945
29 O 11.010 -23.833 4.041  H30 0.919, H31 0.935
30 H 11.710 -23.361 4.403  O29 0.919
31 H 10.250 -23.516 4.484  O29 0.935
32 O 4.656 -24.025 6.184  H33 0.970, H34 0.939
33 H 5.584 -24.067 6.462  O32 0.970
34 H 4.713 -24.217 5.267  O32 0.939

Summary:
HOMO (eV): -7.35
Charge: -1

***

4.
Formula: C5H32N3O11
Source: the Open Molecules 2025 dataset
Level of theory: ωB97M-V with the def2-TZVPD basis set

Bonds (Å) are listed after each position.
Positions of all 51 atoms, in Å:
1 C 0.802 -0.267 -0.101  C2 1.575, N8 1.513, H9 1.078, H10 1.125
2 C -0.750 -0.199 0.158  C1 1.575, C3 1.491, H11 1.070, H12 1.091
3 C -1.085 1.254 0.139  C2 1.491, C4 1.483, N7 1.346
4 C -0.919 2.372 1.100  C3 1.483, N5 1.386, H13 1.115
5 N -1.429 3.492 0.462  C4 1.386, C6 1.302
6 C -1.702 3.184 -0.774  N5 1.302, N7 1.410, H14 1.125
7 N -1.609 1.792 -0.978  C3 1.346, C6 1.410, H15 1.031
8 N 1.377 -1.605 -0.510  C1 1.513, H16 1.095, H17 1.052, H18 1.030
9 H 1.534 0.005 0.642  C1 1.078
10 H 0.941 0.359 -1.026  C1 1.125
11 H -1.149 -0.867 -0.576  C2 1.070
12 H -0.962 -0.548 1.170  C2 1.091
13 H -0.533 2.415 2.145  C4 1.115
14 H -2.096 3.945 -1.504  C6 1.125
15 H -1.714 1.363 -1.909  N7 1.031
16 H 1.940 -1.466 -1.439  N8 1.095
17 H 1.803 -2.211 0.238  N8 1.052
18 H 0.751 -2.265 -0.993  N8 1.030
19 H -3.171 -2.802 1.876  O21 0.906
20 H -3.093 -1.768 2.922  O21 0.953
21 O -2.775 -2.008 2.056  H19 0.906, H20 0.953
22 H -1.183 0.312 -4.474  O24 0.971
23 H -1.718 0.139 -3.046  O24 0.929
24 O -1.001 0.471 -3.534  H22 0.971, H23 0.929
25 H -4.008 -1.378 -1.750  O27 1.005
26 H -3.156 -0.640 -0.865  O27 0.955
27 O -3.033 -1.148 -1.664  H25 1.005, H26 0.955
28 H 3.614 -3.284 1.403  O30 0.938
29 H 3.062 -1.972 1.996  O30 0.977
30 O 2.905 -2.674 1.336  H28 0.938, H29 0.977
31 H -3.360 0.650 0.838  O33 0.985
32 H -3.438 -0.774 1.115  O33 0.841
33 O -3.862 -0.184 0.691  H31 0.985, H32 0.841
34 H 1.521 -2.908 -3.428  O36 1.060
35 H 2.684 -2.257 -3.896  O36 0.932
36 O 2.120 -2.069 -3.178  H34 1.060, H35 0.932
37 H 1.946 1.600 3.558  O39 0.997
38 H 2.421 1.181 2.148  O39 1.023
39 O 1.564 1.414 2.656  H37 0.997, H38 1.023
40 H 2.891 3.237 -0.318  O42 0.955
41 H 1.635 2.765 0.179  O42 0.959
42 O 2.160 2.701 -0.621  H40 0.955, H41 0.959
43 H -0.849 -3.194 -2.536  O45 0.930
44 H -1.738 -2.487 -1.392  O45 1.084
45 O -0.742 -2.763 -1.718  H43 0.930, H44 1.084
46 H 2.350 -0.371 3.203  O48 1.023
47 H 1.501 -0.724 4.575  O48 1.015
48 O 2.296 -1.000 4.008  H46 1.023, H47 1.015
49 H 3.028 0.957 0.081  O51 0.953
50 H 4.526 1.184 0.199  O51 0.914
51 O 3.814 0.758 0.582  H49 0.953, H50 0.914

Summary:
HOMO (eV): -10.85
Charge: +1

***

Number 1: E -15611.8060 eV, LUMO energy -1.1 eV. Number 2: E -18758.2831 eV, LUMO energy 3.3 eV. Number 3: E -28430.9846 eV, LUMO energy 2.2 eV. Number 4: E -32689.6320 eV, LUMO energy -2.6 eV.